This record from OMol25 describes a 2-piece molecular cluster, C6H8N2S overall at a distorted geometry. The level of theory is ωB97M-V with the def2-TZVPD basis set.

Properties
DFT total energy (Eh): -740.9217

ORCA input file:
```
! wB97M-V def2-TZVPD RIJCOSX def2/J DEFGRID3
* xyz 0 1
C 2.19 -0.17 -0.49
C 1.16 -0.94 0.01
C 0.13 -0.05 0.13
C -2.43 0.40 0.08
C 0.98 -2.33 0.35
C -2.34 1.76 0.44
N 0.43 1.18 -0.23
N 1.72 1.12 -0.65
S -3.33 -0.74 -0.50
H 3.11 -0.41 -0.86
H 1.17 -2.86 -0.57
H 1.78 -2.63 1.24
H -0.05 -2.42 0.76
H -1.72 1.87 1.30
H -3.30 2.21 0.31
H -1.75 2.10 -0.35
H 2.27 1.92 -0.98
*
```

Charges obtained by Löwdin population analysis, quoted in units of e: C -0.054; C -0.367; C -0.089; C -0.697; C -0.086; C -0.170; N -0.006; N -0.034; S 0.760; H 0.083; H 0.066; H 0.137; H 0.085; H 0.085; H 0.082; H 0.052; H 0.152

This record from OMol25 describes a 2-piece molecular cluster, C6H8N3O overall at a distorted geometry. The level of theory is ωB97M-V with the def2-TZVPD basis set.

Properties
DFT total energy (Eh): -472.6571

ORCA input file:
```
! wB97M-V def2-TZVPD RIJCOSX def2/J DEFGRID3
* xyz 1 1
C -0.67 -0.56 -1.45
C -1.55 -0.32 -0.39
C 0.65 -0.31 -1.35
C 1.18 0.17 -0.15
C 0.27 0.36 0.86
C -1.43 0.45 3.59
N -1.90 1.04 4.49
N -1.00 0.12 0.76
N 1.45 -0.68 -2.35
O 2.50 0.50 0.02
H -1.11 -0.91 -2.35
H -2.72 -0.46 -0.45
H 0.62 0.74 1.72
H -1.95 1.37 5.41
H -1.46 0.41 1.62
H 1.10 -1.27 -3.17
H 2.40 -0.29 -2.45
H 2.94 0.12 -0.72
*
```

Charges obtained by Löwdin population analysis, quoted in units of e: C 0.012; C 0.005; C -0.277; C -0.183; C -0.009; C 0.051; N 0.131; N 0.065; N 0.156; O 0.128; H 0.120; H 0.189; H 0.103; H 0.074; H 0.049; H 0.176; H 0.129; H 0.080